# 1
Below is a structure of composition C27H35I2N4O7S at a distorted geometry, with properties calculated with ωB97M-V with the def2-TZVPD basis set.

net charge = +1
E = -2788.52800 Eh

XYZ file:
```
76
C27H35I2N4O7S, DFT ωB97M-V with the def2-TZVPD basis set
C -0.2222 -1.1351 -1.1811
C 0.0397 0.4093 -1.2127
C 1.4416 0.8324 -1.7657
C 2.5983 -0.1562 -1.4385
N 2.5656 -0.6540 -0.0369
S 4.1424 -0.6895 0.6190
C 4.7602 -2.4110 0.7273
C 4.7824 -3.1579 -0.6561
O 4.7509 -2.2964 -1.7842
C 3.8774 -0.1608 2.3852
I 5.2564 -1.0911 3.7695
C 3.9273 1.4128 2.5586
C 2.4811 2.0202 2.6084
I 5.0613 2.4002 0.9758
H -1.2255 -1.3077 -1.6243
H -0.2498 -1.4428 -0.1176
H 0.5126 -1.7401 -1.7349
H -0.7074 0.8432 -1.9060
H -0.1277 0.9151 -0.2449
H 1.3811 0.8950 -2.8696
H 1.7489 1.8358 -1.4075
H 2.5757 -0.9892 -2.1620
H 3.5676 0.3709 -1.5923
H 1.9902 -0.0371 0.5359
H 4.0980 -2.9826 1.4073
H 5.7943 -2.4003 1.1160
H 3.9592 -3.8838 -0.6807
H 5.7339 -3.7258 -0.7249
H 5.3821 -1.5862 -1.6656
H 2.8567 -0.4740 2.6834
H 4.3806 1.6122 3.5418
H 2.5691 3.1078 2.4717
H 2.0058 1.7588 3.5726
H 1.8351 1.6166 1.8041
C 5.6795 6.3140 6.9960
C 4.3974 5.9113 7.3520
C 3.4797 5.5671 6.3707
C 3.8617 5.6270 5.0367
C 5.1372 6.0346 4.6690
C 6.0475 6.3795 5.6570
N 2.9068 5.2429 4.0010
O 1.7959 4.9077 4.3479
O 3.2801 5.2737 2.8415
H 6.3949 6.5772 7.7652
H 4.1146 5.8635 8.3951
H 2.4841 5.2554 6.6544
H 5.4306 6.0855 3.6295
H 7.0453 6.6967 5.3843
C -5.0697 -5.7553 -0.7853
C -4.8605 -4.9669 -1.9102
C -4.4741 -3.6419 -1.7656
C -4.2985 -3.1240 -0.4902
C -4.5132 -3.9004 0.6412
C -4.9011 -5.2222 0.4885
N -3.8685 -1.7370 -0.3360
O -3.7058 -1.0762 -1.3427
O -3.6906 -1.3182 0.7879
H -5.3658 -6.7907 -0.9010
H -4.9953 -5.3850 -2.8943
H -4.3116 -3.0349 -2.6413
H -4.3811 -3.4923 1.6335
H -5.0693 -5.8394 1.3613
C -6.6625 0.4328 -6.7189
C -7.3399 0.5119 -5.5078
C -7.2851 -0.5445 -4.6108
C -6.5446 -1.6721 -4.9382
C -5.8698 -1.7653 -6.1476
C -5.9321 -0.7053 -7.0401
N -6.4651 -2.7771 -3.9860
O -7.0792 -2.6749 -2.9481
O -5.7820 -3.7388 -4.2845
H -6.7033 1.2616 -7.4148
H -7.9086 1.3989 -5.2621
H -7.8143 -0.4767 -3.6706
H -5.2978 -2.6466 -6.4024
H -5.4088 -0.7643 -7.9853
```

Atomic partial charges in e from the Löwdin method, atoms 1 to 5: number 1, C, carries -0.0952; number 2, C, carries -0.2310; number 3, C, carries -0.1785; number 4, C, carries -0.2828; number 5, N, carries -0.2057

***

# 2
Below is a structure of composition C27H35KN6O8 at a distorted geometry, with properties calculated with ωB97M-V with the def2-TZVPD basis set.

net charge = -2
E = -2580.41931 Eh

XYZ file:
```
77
C27H35KN6O8, DFT ωB97M-V with the def2-TZVPD basis set
K 0.5925 -0.1226 0.1734
O -1.7509 2.8923 2.6331
C -0.9093 2.0943 2.1906
O -0.7774 1.7243 0.9868
C 0.1579 1.5754 3.1968
C 1.5860 1.9472 2.7409
C 2.5574 1.9174 3.9309
C 2.7051 0.3877 4.1587
C 1.8121 -0.1743 3.0423
O 2.0415 0.8079 1.9968
C 0.3261 0.0235 3.4215
C -0.7260 -0.9354 2.7464
O -1.8585 -0.9224 3.2470
O -0.3118 -1.6705 1.8034
H -0.0646 2.0699 4.1407
H 1.6308 2.8357 2.1143
H 2.1670 2.4507 4.7988
H 3.5112 2.3654 3.6501
H 2.3653 0.0684 5.1454
H 3.7380 0.0617 4.0292
H 2.0537 -1.1711 2.6798
H 0.2019 -0.1743 4.4877
O 3.2106 -2.3143 -3.6769
C 2.8819 -1.7127 -2.6609
N 2.5428 -2.1886 -1.4328
C 3.2143 -3.2460 -0.9359
O 4.2970 -3.7316 -1.2702
C 2.5825 -3.7602 0.3515
C 3.3999 -3.9614 1.4632
C 2.8214 -4.3569 2.6554
C 1.4498 -4.5636 2.6970
C 0.7270 -4.3676 1.5318
N 1.2692 -3.9769 0.3818
C 2.7018 -0.1944 -2.7662
C 2.5298 0.4041 -4.0089
C 2.3121 1.7707 -4.0722
C 2.2910 2.5058 -2.8974
C 2.5139 1.8269 -1.7106
N 2.7149 0.5121 -1.6319
H 4.4630 -3.7910 1.3584
H 3.4269 -4.4912 3.5453
H 0.9419 -4.8466 3.6102
H -0.3494 -4.5064 1.5337
H 2.5472 -0.2243 -4.8886
H 2.1335 2.2562 -5.0249
H 2.0620 3.5624 -2.8900
H 2.4997 2.3498 -0.7571
C -3.6748 4.1989 0.0459
C -3.2524 3.2837 -1.1003
C -3.6308 1.8382 -0.7598
C -3.9407 3.7082 -2.3943
N -1.7929 3.4901 -1.2371
N -1.1481 2.6703 -2.2213
H -4.7477 4.0969 0.2402
H -3.4587 5.2405 -0.2075
H -3.1329 3.9240 0.9554
H -4.7182 1.7486 -0.6669
H -3.1674 1.5367 0.1819
H -3.3153 1.1449 -1.5440
H -5.0268 3.6913 -2.2621
H -3.6992 3.0287 -3.2163
H -3.6392 4.7218 -2.6738
H -1.3746 3.1858 -0.3562
H -1.4537 2.9715 -3.1378
H -1.4337 1.6951 -2.1339
C -2.7237 -3.2489 -3.0900
N -2.1301 -2.6041 -1.9469
C -1.8532 -3.4045 -0.7626
C -1.7461 -1.3162 -2.0082
O -1.9109 -0.5503 -2.9458
H -2.0617 -4.0291 -3.4774
H -2.8909 -2.5024 -3.8626
H -3.6759 -3.7110 -2.8142
H -2.7797 -3.8756 -0.4233
H -1.4677 -2.7725 0.0418
H -1.1010 -4.1678 -0.9738
H -1.2848 -0.9983 -1.0675
```

Atomic partial charges in e from the Löwdin method, atoms 1 to 5: number 1, K, carries 0.8166; number 2, O, carries -0.0202; number 3, C, carries -0.6355; number 4, O, carries -0.1642; number 5, C, carries -0.1027

***

# 3
Below is a structure of composition C27H35KN6O8 at a distorted geometry, with properties calculated with ωB97M-V with the def2-TZVPD basis set.

net charge = -2
E = -2580.40422 Eh

XYZ file:
```
77
C27H35KN6O8, DFT ωB97M-V with the def2-TZVPD basis set
K -0.9600 0.7123 0.2223
O -1.3518 4.7381 0.3210
C -1.4108 3.6685 -0.3056
O -2.3086 2.7803 -0.2407
C -0.2800 3.4657 -1.3661
C -0.5824 2.4326 -2.4657
C 0.1715 2.8034 -3.7510
C 1.6260 2.4490 -3.3488
C 1.4177 1.8879 -1.9303
O 0.1338 1.2555 -2.0530
C 1.1733 3.0458 -0.9338
C 1.5958 2.6218 0.5113
O 2.8009 2.8332 0.7565
O 0.7676 2.0536 1.2718
H -0.1970 4.4558 -1.8204
H -1.6389 2.2012 -2.5748
H -0.1691 2.1837 -4.5825
H 0.0388 3.8523 -4.0214
H 2.0445 1.6836 -4.0041
H 2.2965 3.3091 -3.3486
H 2.1539 1.1565 -1.6139
H 1.8622 3.8558 -1.1688
O 1.5651 -4.0332 -2.6719
C 1.4017 -3.1387 -1.8318
N 0.2744 -2.6946 -1.2697
C -0.8507 -3.4261 -1.4017
O -0.9805 -4.6494 -1.4188
C -2.1364 -2.6142 -1.5845
C -3.2521 -3.2774 -2.0982
C -4.4234 -2.5711 -2.2939
C -4.4620 -1.2275 -1.9479
C -3.3119 -0.6560 -1.4277
N -2.1710 -1.3237 -1.2685
C 2.6691 -2.3918 -1.4029
C 3.8729 -2.7769 -1.9973
C 5.0318 -2.0974 -1.6775
C 4.9597 -1.0431 -0.7776
C 3.7253 -0.7384 -0.2276
N 2.6040 -1.3996 -0.5183
H -3.1605 -4.3306 -2.3209
H -5.3007 -3.0619 -2.7019
H -5.3594 -0.6337 -2.0649
H -3.3146 0.3826 -1.1039
H 3.8452 -3.5948 -2.7022
H 5.9776 -2.3755 -2.1301
H 5.8298 -0.4588 -0.5064
H 3.6309 0.0909 0.4671
C 1.5515 -2.9362 4.9479
C 1.6864 -1.8896 3.8447
C 1.7931 -0.4907 4.4677
C 2.9281 -2.1771 3.0132
N 0.4981 -2.0572 2.9935
N 0.2644 -1.0813 1.9917
H 2.4232 -2.9147 5.6052
H 1.4619 -3.9313 4.5094
H 0.6648 -2.7496 5.5629
H 2.6667 -0.4330 5.1221
H 0.9067 -0.2638 5.0677
H 1.9041 0.2881 3.7102
H 3.8278 -2.1227 3.6318
H 3.0200 -1.4467 2.2135
H 2.8587 -3.1666 2.5589
H -0.3248 -2.0642 3.5839
H 0.7290 -1.3373 1.1193
H 0.6019 -0.1591 2.2663
C -3.1556 -2.4932 3.7358
N -2.5964 -1.1639 3.8551
C -2.0373 -0.7534 5.1174
C -2.5744 -0.3458 2.7672
O -3.1031 -0.6019 1.7080
H -3.6704 -2.7582 4.6618
H -2.3786 -3.2366 3.5324
H -3.8589 -2.5035 2.9064
H -2.8106 -0.7052 5.8917
H -1.5898 0.2342 5.0109
H -1.2589 -1.4425 5.4598
H -2.0527 0.6058 2.9635
```

Atomic partial charges in e from the Löwdin method, atoms 1 to 5: number 1, K, carries 0.8175; number 2, O, carries -0.0401; number 3, C, carries -0.6932; number 4, O, carries -0.1600; number 5, C, carries -0.1167

***

We obtain molecular weight values of 813.5 610.7 610.7 u for the records listed above, in that order.